(1)
Density functional theory data (ωB97M-V/def2-TZVPD) for a cluster of 15 separate species, C26H82O23 in total.

```
131
Properties=species:S:1:pos:R:3
O 8.96 -5.31 2.87
O 6.12 2.51 0.12
O -5.71 -1.34 -8.39
O 0.70 7.02 5.44
O 3.29 -0.25 9.54
O -0.23 -7.06 -5.43
O -6.42 -6.41 -0.18
O 4.36 -0.71 6.83
O -1.56 5.09 -1.19
O -4.46 -3.33 6.43
O -4.63 5.68 -7.02
O -2.69 8.35 0.28
O -2.69 1.21 6.75
O 4.99 -3.64 -3.45
O -0.95 -0.28 -0.20
O -4.96 -1.40 -5.63
O -3.00 3.26 -6.61
O -8.65 2.69 3.46
O -6.91 1.05 0.68
O 2.14 0.23 -6.93
O 1.15 4.42 7.28
O 6.60 -6.32 4.02
O 1.31 0.62 1.77
C -4.31 4.67 -8.02
C -1.69 6.16 -0.27
C -2.61 7.28 -0.66
C 6.72 -5.22 -3.89
C 8.13 1.25 -0.44
C 7.28 2.04 0.61
C 6.63 -5.51 2.84
C 2.05 5.41 6.76
C -6.90 1.98 1.76
C -0.58 -5.89 -4.88
C -3.68 1.90 7.46
C 0.42 -0.71 -0.05
C -3.61 -4.23 5.76
C 2.86 1.75 -8.57
C 2.88 1.43 -7.09
C -2.98 4.05 -7.77
C 3.05 -1.39 8.74
C -5.91 -2.46 -7.48
C 7.81 -4.50 2.90
C 4.24 -1.75 7.76
C -6.33 -5.04 0.21
C 0.81 -0.70 1.41
C -8.45 2.03 2.23
C -6.14 -1.83 -6.20
C 5.62 -4.31 -4.55
C 1.49 5.89 5.39
H 1.55 3.90 7.98
H 7.57 -3.85 3.74
H 7.85 -3.74 2.12
H 6.67 -6.18 1.98
H 5.37 2.33 0.68
H 4.57 0.04 7.39
H 1.21 0.46 -6.99
H -4.99 -3.04 -7.49
H 3.02 4.98 6.50
H -0.01 -1.03 2.06
H 6.09 -3.62 -5.25
H -0.22 -5.11 -5.55
H -0.43 -7.83 -4.89
H 2.36 6.20 7.43
H 2.08 -1.23 8.26
H -4.66 1.63 7.07
H 4.35 -3.02 -3.80
H -5.97 0.90 0.53
H -6.64 -2.45 -5.46
H 4.89 -4.86 -5.13
H 5.69 -4.98 2.78
H -1.84 8.80 0.33
H 6.93 1.40 1.42
H 8.98 -5.72 3.74
H -3.84 1.61 8.50
H -2.87 3.68 -5.75
H -9.06 2.43 1.42
H -5.83 -1.59 -9.31
H -2.13 4.72 -7.66
H -6.83 -0.99 -6.28
H -2.10 7.76 -1.49
H 1.06 -0.14 -0.72
H -5.09 3.91 -8.08
H -3.84 -5.29 5.70
H -3.49 2.97 7.38
H -5.43 -4.54 -0.15
H -6.75 -3.09 -7.79
H 1.94 1.30 -8.96
H 7.96 2.78 1.00
H -1.08 -0.54 -1.11
H 7.39 -6.87 4.09
H -0.26 -5.88 -3.84
H -4.93 5.29 -6.20
H -4.67 -0.73 -6.26
H -4.04 -2.50 6.21
H 0.91 5.16 4.83
H 3.98 -0.49 10.16
H 8.87 0.63 0.07
H -8.71 1.01 2.49
H 0.33 -1.75 -0.37
H 1.48 0.62 2.71
H 2.26 6.15 4.67
H -7.18 -4.62 -0.32
H -6.21 1.59 2.50
H 0.13 6.92 6.20
H -9.54 2.45 3.74
H -6.50 -4.88 1.27
H 2.95 -2.28 9.36
H -2.70 3.37 -8.58
H 7.28 -4.78 -3.07
H 7.44 -5.66 -4.58
H -1.81 1.49 7.00
H -0.64 6.43 -0.10
H -2.07 5.73 0.65
H -2.59 -4.07 6.13
H 5.17 -1.97 8.27
H 6.24 -6.11 -3.47
H 4.15 -2.67 7.18
H 1.50 -1.54 1.48
H -1.25 4.30 -0.76
H 7.54 0.58 -1.08
H -3.51 -3.91 4.72
H 3.92 1.29 -6.80
H -6.53 2.93 1.38
H 8.59 1.96 -1.12
H -4.22 5.17 -8.99
H 2.42 2.22 -6.50
H 3.55 1.13 -9.14
H -3.60 6.93 -0.94
H -1.67 -6.02 -4.86
H 3.13 2.76 -8.89
H -7.22 -6.77 0.22
```

Computed properties:
HOMO-LUMO gap in Eh: 0.3597
Highest occupied orbital energy in eV: -9.9
E in a.u.: -2769.860714

(2)
Density functional theory data (ωB97M-V/def2-TZVPD) for a cluster of 18 separate species, C26H87Br2F3NO18P2 in total.

```
139
Properties=species:S:1:pos:R:3
Br -2.99 -1.03 -0.88
Br 1.45 -2.80 0.07
P 1.68 1.38 -2.28
P 2.00 2.93 -0.72
F -0.65 -3.53 -1.67
F -0.92 -1.03 1.22
F -1.90 -3.13 0.64
O -0.82 -6.90 6.48
O -2.91 4.25 -0.94
O 0.97 2.10 -7.68
O -0.15 -4.74 2.65
O -0.92 7.69 -2.01
O -3.28 4.44 -4.67
O 3.56 5.01 0.97
O 1.17 2.59 0.62
O 6.94 1.01 -3.88
O -4.18 -6.08 6.15
O 3.15 -0.62 -6.09
O -0.34 5.87 5.00
O -3.53 -10.30 7.86
O -1.18 1.96 3.40
O -2.16 -8.76 2.22
O -1.05 0.09 -6.51
O -4.48 -1.52 4.95
O 5.19 7.46 3.96
N 0.77 3.76 -3.63
C 3.26 0.35 -2.60
C -0.65 3.71 -3.05
C -0.18 -2.27 -0.99
C -5.02 -2.50 5.82
C 3.67 -0.03 0.11
C 0.13 -1.19 -2.18
C 6.68 0.93 -5.27
C -0.62 4.55 5.44
C 1.30 2.36 -3.90
C -3.12 5.23 0.07
C 1.15 2.02 -9.09
C 2.71 -1.82 -5.48
C -0.75 7.61 -3.42
C -4.43 -6.15 4.76
C 5.89 8.55 3.38
C -1.49 -1.11 -5.90
C -1.38 -1.84 0.05
C 3.75 5.00 2.37
C -2.25 -8.87 0.81
C -0.59 -5.93 3.26
C 0.17 0.37 -1.70
C -0.21 -8.14 6.79
C -1.72 0.97 4.27
C -3.35 -10.37 6.45
C -4.25 3.70 -3.96
C 4.34 0.34 -1.34
H 2.50 -0.06 0.09
H 0.47 1.81 -4.53
H -3.13 -9.38 6.06
H -0.67 -1.54 -5.33
H -0.52 8.61 -3.81
H -3.97 3.67 -2.90
H -0.90 -4.38 2.14
H 2.40 -2.53 -6.25
H -1.66 7.23 -3.88
H 0.23 2.70 -7.52
H -3.47 6.15 -0.40
H -4.27 -10.76 5.99
H 4.01 0.82 0.87
H 2.74 5.51 0.80
H 3.85 6.03 2.73
H -2.17 5.43 0.58
H -4.08 -5.24 4.28
H -1.80 0.45 -7.02
H 0.23 -6.36 3.83
H 7.90 1.10 -3.76
H 0.87 -7.99 6.94
H 2.33 2.48 -4.46
H 7.04 1.84 -5.75
H -3.11 -8.29 0.46
H -3.55 4.45 -5.60
H -0.79 0.91 -2.18
H -0.78 -1.29 -2.96
H 2.90 4.51 2.86
H 3.09 -0.75 -2.95
H -3.91 -7.02 4.35
H 5.63 9.47 3.90
H -2.60 3.45 -0.49
H -0.91 0.50 4.83
H 6.96 8.37 3.45
H -4.29 2.68 -4.35
H -1.34 -8.48 0.35
H 3.40 2.98 -0.28
H -3.86 4.87 0.78
H -5.55 -3.25 5.23
H 3.83 0.89 -3.50
H -3.22 -5.98 6.27
H -2.32 -0.89 -5.23
H 4.10 -1.04 0.57
H 0.66 4.25 -4.55
H -0.65 -8.55 7.70
H -5.71 -2.02 6.51
H -1.39 -9.29 2.49
H 0.07 0.54 -0.54
H 1.08 -1.56 -2.75
H -1.08 4.79 -2.79
H 5.01 1.33 -1.31
H 3.53 -2.25 -4.90
H -0.03 3.84 4.85
H -1.67 8.29 -1.85
H -1.42 -5.71 3.93
H -2.25 0.23 3.68
H -1.80 -1.82 -6.67
H -0.90 -6.64 2.49
H 1.51 4.24 -1.14
H -1.31 3.22 -3.91
H -0.59 5.92 4.07
H -5.51 -6.26 4.60
H 5.10 -0.54 -1.59
H -0.35 4.46 6.49
H -4.27 -9.69 8.02
H -3.87 -1.97 4.35
H 4.66 4.45 2.60
H -4.21 -2.98 6.38
H 5.46 7.42 4.89
H -5.22 4.18 -4.06
H 2.40 -0.27 -6.59
H 1.98 1.35 -9.31
H 0.08 6.94 -3.63
H 1.37 3.02 -9.48
H 7.20 0.06 -5.68
H 5.61 8.63 2.33
H -0.57 1.50 2.80
H 1.88 -1.60 -4.80
H 5.61 0.82 -5.43
H -0.66 -6.31 7.23
H -2.39 -9.92 0.53
H -2.41 1.45 4.96
H -2.52 -11.05 6.23
H -0.71 3.10 -2.04
H 0.23 1.64 -9.55
H -1.69 4.34 5.32
H -0.36 -8.84 5.96
```

Computed properties:
HOMO-LUMO gap in Eh: 0.3048
Highest occupied orbital energy in eV: -11.2
E in a.u.: -8581.450121
Total charge: +1

(3)
Density functional theory data (ωB97M-V/def2-TZVPD) for a cluster of 31 separate species, C26H91NO37S in total.

```
156
Properties=species:S:1:pos:R:3
S -0.61 -0.73 -3.37
O 5.01 -0.23 1.13
O 0.09 -1.99 -3.10
O -6.56 -4.11 0.95
O 0.07 -1.25 -0.34
O -7.49 1.11 1.04
O -3.76 -1.25 -6.34
O -1.86 1.01 4.31
O -4.42 -0.66 1.87
O 11.08 1.43 3.28
O -7.00 -2.43 -1.53
O -1.23 5.90 -7.58
O -9.90 0.73 -1.10
O 5.16 -0.91 3.27
O 8.11 7.31 5.55
O 8.18 4.22 4.61
O 2.60 -1.60 -5.40
O 7.00 10.22 4.41
O 8.97 2.69 0.47
O 0.63 -0.68 5.12
O -5.07 3.16 -0.46
O -2.37 5.01 0.48
O 1.14 -4.10 -6.71
O 5.13 -2.46 -3.14
O 10.19 -2.65 -1.79
O -11.40 2.87 -2.10
O -8.37 -4.22 3.43
O -3.77 1.05 -7.98
O 7.26 1.83 2.84
O -1.48 5.49 2.93
O 7.57 -3.68 -2.11
O -3.27 6.84 -1.63
O 1.33 -5.07 -3.69
O 1.31 5.38 -6.29
O 1.62 3.06 -4.57
O -1.06 -0.79 -4.79
O -3.30 -1.66 4.62
O 7.15 1.74 6.21
N -5.22 0.14 4.93
C 0.51 0.75 -3.31
C -2.52 -4.60 2.86
C 0.89 -4.05 -0.90
C -3.26 0.14 -3.05
C -0.69 -3.81 1.22
C 3.45 -3.38 -0.53
C -2.22 -0.94 -1.00
C -1.53 -2.67 0.87
C 2.16 -3.25 -1.43
C -4.52 0.37 -2.35
C -1.23 -4.76 2.22
C -3.52 -0.74 -0.34
C -4.65 -0.09 -0.97
C 5.05 -1.58 0.56
C -5.78 -1.16 4.49
C -3.35 -3.44 2.52
C -3.67 -1.24 1.11
C 3.34 0.57 2.96
C -2.86 -2.51 1.52
C -4.59 -2.24 4.51
C 0.74 -4.11 0.66
C -1.07 -1.62 -0.17
C -2.12 -0.50 -2.38
C -4.72 -3.23 3.24
C 3.58 -2.09 0.41
C 4.57 -0.25 2.44
H 5.82 -2.57 -3.80
H -6.64 -3.33 -1.54
H 2.42 -3.69 -2.42
H 8.46 6.41 5.52
H -5.50 2.66 0.25
H -0.01 -3.64 -1.44
H -0.07 -0.04 4.92
H -6.71 0.67 1.43
H -3.14 1.62 -7.52
H -1.19 4.74 3.47
H -2.88 -1.01 -6.02
H -9.78 0.62 -2.05
H 1.99 -2.16 -1.62
H -2.86 -5.33 3.63
H -3.17 7.72 -1.23
H 5.57 -2.30 1.25
H 1.10 -3.14 -6.61
H 8.26 -3.96 -1.50
H -5.45 -2.82 2.52
H -0.28 5.88 -7.39
H 7.51 4.87 4.42
H 6.47 2.31 3.14
H 8.90 7.86 5.63
H 0.99 -5.10 -1.28
H -4.75 -2.86 5.44
H 5.59 -1.50 -0.42
H 0.29 -1.51 4.78
H -5.00 -4.23 3.67
H 8.03 1.97 6.54
H -5.58 0.03 -0.34
H 1.93 5.95 -5.82
H 0.64 -4.42 -3.89
H -4.45 3.74 0.00
H 2.89 -1.26 0.08
H -6.20 -1.06 3.46
H 7.82 3.40 4.25
H 0.99 -5.90 -4.05
H -4.22 6.68 -1.63
H 2.42 -0.08 2.92
H 3.46 -4.34 0.06
H 1.76 -1.34 -5.01
H 6.94 0.92 2.71
H -9.14 -4.69 3.08
H 8.31 2.68 1.17
H 9.73 2.24 0.85
H -2.78 0.93 4.59
H -7.69 -4.35 2.76
H -2.42 5.32 2.80
H -5.38 0.87 -2.84
H 7.28 1.63 5.26
H -1.90 0.98 3.35
H 11.06 -2.41 -1.44
H 11.22 2.28 3.72
H -2.73 -2.29 5.10
H 2.56 -1.25 -6.30
H -6.61 -1.53 5.16
H -1.49 5.25 0.81
H 0.98 -5.17 0.97
H 1.45 -3.46 1.23
H 6.06 10.07 4.28
H -12.34 2.71 -2.22
H 3.46 0.85 4.04
H -5.80 0.59 5.64
H 0.88 4.87 -5.58
H 10.34 -2.76 -2.74
H -5.19 0.81 4.16
H -6.22 -1.87 -1.47
H -4.19 0.54 -7.27
H -11.10 2.12 -1.56
H 0.92 0.85 -4.35
H 4.37 -2.92 -3.52
H 3.24 -2.40 1.44
H -7.25 -3.46 0.74
H 1.84 -4.36 -6.10
H 7.53 -2.72 -1.99
H 1.74 2.97 -5.52
H -3.12 0.44 -4.11
H -0.61 -5.64 2.50
H -2.24 4.90 -0.47
H 7.28 9.46 4.94
H -8.14 1.09 1.76
H -3.64 -1.35 -7.29
H -0.16 1.64 -3.16
H 4.36 -3.32 -1.22
H -9.03 0.98 -0.78
H 10.12 1.35 3.21
H -1.63 6.18 -6.75
H -6.92 -4.94 0.61
H 3.16 1.52 2.40
H 2.49 3.30 -4.24
H 1.31 0.65 -2.54
```

Computed properties:
HOMO-LUMO gap in Eh: 0.2891
Highest occupied orbital energy in eV: -9.4
E in a.u.: -4281.967782

What is the formula in the second record?
C26H87Br2F3NO18P2

Among the records above, which one has the lowest highest occupied orbital energy?
C26H87Br2F3NO18P2